Computed, not measured: the molecule C3H6N4O in a non-equilibrium geometry, with ωB97M-V/def2-TZVPD.

The calculation puts the gap between HOMO and LUMO at 11.309 eV. Its spin multiplicity is 1. The calculation puts the electronic energy at -412.119884 a.u. The energy relative to the best compared isomer or geometry (same formula, charge and spin) is 2.423 eV. Its SMILES is COCc1nn[nH]n1.

Geometry as XYZ:
```
14
Properties=species:S:1:pos:R:3:forces:R:3:lowdin_charge:R:1
H 1.509508 1.033468 0.345516 0.1 0.1 -0.4 0.119
C 0.114787 -0.522218 0.749135 0.3 0.6 -0.3 -0.336
H -0.460493 0.524737 -1.756407 0.0 0.6 0.3 0.085
H 0.500388 1.334173 1.715617 -0.2 0.0 0.3 0.120
N 0.488225 -1.427174 -0.162601 -0.3 0.3 0.8 0.130
N -0.637702 -1.058515 1.734961 -0.1 0.1 -0.2 0.069
H 0.696300 1.904341 -1.770475 -0.4 -0.2 0.1 0.095
H -0.047305 -3.445043 -0.045969 0.2 0.8 0.0 0.165
C -0.305528 1.575468 -1.415057 0.5 -0.3 -0.7 -0.126
N -0.088610 -2.499371 0.344388 -0.2 -1.3 -0.5 -0.075
H -1.062813 2.207604 -1.862240 -0.1 0.1 -0.2 0.084
O -0.424429 1.746920 -0.028158 0.3 -0.5 0.5 -0.174
N -0.768945 -2.317756 1.443466 0.1 0.1 0.3 0.011
C 0.486615 0.943366 0.707823 -0.2 -0.3 -0.1 -0.166
```
Forces are in eV/Å.

Computed, not measured: the molecule C3H6N4O in a non-equilibrium geometry, with ωB97M-V/def2-TZVPD.

The calculation puts the gap between HOMO and LUMO at 10.117 eV. Its spin multiplicity is 1. The calculation puts the electronic energy at -412.167393 a.u. The energy relative to the best compared isomer or geometry (same formula, charge and spin) is 1.131 eV. Its SMILES is [H]/N=C\N/C(N)=N\C=O.

Geometry as XYZ:
```
14
Properties=species:S:1:pos:R:3:forces:R:3:lowdin_charge:R:1
O -0.903868 -2.274316 -0.346441 -0.3 -0.2 0.2 0.000
N 2.768795 -0.739752 0.076061 -0.5 1.0 -0.2 0.082
H -2.458780 -1.961252 0.888077 0.0 0.3 0.0 0.119
C -0.615570 0.581045 -0.043402 -2.8 0.7 1.2 -0.447
N -1.661103 -0.174890 0.142209 0.3 0.3 -0.5 0.123
H 1.016749 -1.490418 -0.720388 -0.1 -0.4 0.0 0.096
H 3.078435 0.172970 0.492045 -0.3 -1.1 -0.1 0.052
H 1.171151 1.183804 0.587740 -0.4 -0.9 -0.6 0.162
H -0.231765 2.455512 -0.783295 -0.8 -0.8 1.2 0.121
C 1.518237 -0.711840 -0.179976 1.1 0.4 0.4 -0.257
H -1.828563 2.176106 -0.433451 0.4 -0.5 0.6 0.103
C -1.663578 -1.537498 0.257845 0.9 -0.1 -0.6 -0.347
N 0.688570 0.360836 0.172906 2.1 0.6 0.4 0.091
N -0.878707 1.959692 -0.109927 0.6 0.8 -2.2 0.103
```
Forces are in eV/Å.

Computed, not measured: the molecule C3H6N4O in a non-equilibrium geometry, with ωB97M-V/def2-TZVPD.

The calculation puts the gap between HOMO and LUMO at 8.461 eV. Its spin multiplicity is 1. The calculation puts the electronic energy at -412.016259 a.u. The energy relative to the best compared isomer or geometry (same formula, charge and spin) is 5.243 eV. Its SMILES is [H]/N=c1/oc(N)cn1N.

Geometry as XYZ:
```
14
Properties=species:S:1:pos:R:3:forces:R:3:lowdin_charge:R:1
H -0.564767 -0.618028 1.833668 2.5 0.2 -1.2 0.142
N -0.833213 0.150641 -0.091839 2.6 -2.6 6.6 -0.173
N -0.568246 1.017886 -2.262464 0.2 0.9 1.6 0.068
N 2.666070 -0.674342 0.967915 -3.2 3.3 -4.4 0.151
H 2.479444 -1.239148 1.686444 0.3 -3.1 3.5 0.028
O 1.140402 0.130174 -0.831422 2.2 0.3 -2.0 0.057
H -1.570646 1.463802 -2.377802 2.7 -1.5 1.2 0.061
H -2.392726 1.126796 0.588240 0.5 -2.3 0.0 0.134
C 0.146166 -0.348404 0.951113 -4.7 -1.7 1.0 0.034
H 3.263511 -0.988247 0.251653 1.2 -0.9 -0.4 0.075
C -0.134917 0.594907 -1.072052 -1.3 0.3 -6.0 -0.500
H -2.861921 -0.116650 -0.409748 2.6 0.1 1.9 0.155
C 1.324551 -0.584410 0.368332 -0.5 3.7 0.8 -0.261
N -2.093708 0.085025 0.397963 -5.1 3.5 -2.5 0.029
```
Forces are in eV/Å.

Computed, not measured: the molecule C3H6N4O in a non-equilibrium geometry, with ωB97M-V/def2-TZVPD.

The calculation puts the gap between HOMO and LUMO at 9.959 eV. Its spin multiplicity is 1. The calculation puts the electronic energy at -411.941155 a.u. The energy relative to the best compared isomer or geometry (same formula, charge and spin) is 7.287 eV. Its SMILES is [H]/N=c1/cnon1NC.

Geometry as XYZ:
```
14
Properties=species:S:1:pos:R:3:forces:R:3:lowdin_charge:R:1
O -1.019409 -1.520122 -0.111471 -0.6 -0.8 -0.7 -0.110
C -2.493236 0.112099 0.043529 1.2 -1.4 -1.0 -0.034
H 2.765858 -0.531248 1.008496 -0.2 0.9 -4.1 0.163
C 2.203113 -0.446778 -0.126440 -1.2 0.6 2.0 -0.081
H 0.590604 0.292659 1.161292 0.7 1.3 1.4 0.083
H 2.308887 -1.343476 -0.712188 -0.1 -1.3 0.9 0.036
N -2.320499 -1.176735 0.085649 0.6 1.4 -0.2 0.031
H 0.340513 2.056610 -0.118849 0.3 -0.4 -0.2 0.044
N -0.647737 1.892416 0.001692 -2.1 -0.5 -0.1 0.139
C -1.064561 0.696541 -0.207323 -0.2 2.8 0.6 -0.355
N 0.826934 -0.384649 0.495930 1.9 -1.2 -2.7 -0.114
H -3.581146 0.466134 0.089329 2.2 0.1 0.1 0.136
N -0.109905 -0.318148 -0.480222 -3.6 -1.8 1.0 -0.047
H 2.200582 0.204695 -1.129424 1.0 0.3 2.9 0.109
```
Forces are in eV/Å.

Computed, not measured: a structure of composition C3H6N4O2 in a non-equilibrium geometry, with ωB97M-V/def2-TZVPD.

The calculation puts the gap between HOMO and LUMO at 9.844 eV. Its spin multiplicity is 1. The calculation puts the electronic energy at -487.142853 a.u. The energy relative to the best compared isomer or geometry (same formula, charge and spin) is 8.437 eV.

Geometry as XYZ:
```
15
Properties=species:S:1:pos:R:3:forces:R:3:lowdin_charge:R:1
H 0.016988 2.435012 -0.458777 0.9 -2.6 3.1 0.182
O -0.736830 0.573867 -0.611726 2.8 1.0 3.9 -0.183
O 1.245089 0.681010 0.976178 -3.1 2.2 -1.8 -0.051
C -0.091094 1.495398 0.416737 0.3 1.3 -1.5 -0.013
H -0.588133 -2.527768 0.849115 -2.2 4.1 0.2 0.236
C -1.396573 -0.507398 -0.023404 -5.5 1.9 -1.0 -0.486
H -0.727491 2.056581 1.460007 1.8 -2.7 -3.3 0.213
H 0.553499 -1.645415 -0.852885 0.3 -0.5 2.0 0.166
N 2.509080 -0.421657 -0.759609 -2.5 0.6 1.1 0.123
N -0.594766 -1.365034 0.814242 0.3 -2.7 -1.3 0.053
H 2.982567 0.440287 -1.131424 -0.8 -0.9 1.6 0.070
N -2.710212 -0.333358 -0.288600 3.6 2.2 0.6 0.085
N 0.674989 -1.439628 0.192774 1.1 -0.4 -3.3 -0.036
H -2.641168 0.900594 -0.679376 -0.7 -5.2 1.2 0.193
C 1.504051 -0.342493 0.096750 3.7 1.6 -1.5 -0.551
```
Forces are in eV/Å.

Computed, not measured: the molecule C3H6N4O3 in a non-equilibrium geometry, with ωB97M-V/def2-TZVPD.

The calculation puts the gap between HOMO and LUMO at 9.507 eV. Its spin multiplicity is 1. The calculation puts the electronic energy at -562.634133 a.u. The energy relative to the best compared isomer or geometry (same formula, charge and spin) is 1.171 eV. Its SMILES is NC(N)=NNC(=O)C(=O)O.

Geometry as XYZ:
```
16
Properties=species:S:1:pos:R:3:forces:R:3:lowdin_charge:R:1
O 1.012191 1.238505 -0.489917 -0.8 6.0 -2.1 0.128
O 3.611875 0.726111 -0.332472 -0.3 0.1 0.0 0.107
C 2.822075 -0.331172 -0.042593 -1.3 3.3 -0.4 -0.422
N -0.781693 -1.038849 -0.482626 -1.5 0.9 0.9 0.067
H -2.974259 -1.265170 -0.835305 -0.7 -1.2 -0.8 0.069
N -1.421835 0.939307 0.779176 -11.2 -5.7 -1.6 0.193
H 3.033986 1.532358 -0.529032 0.6 -1.5 0.3 0.141
H 1.069440 -1.704342 0.381453 -1.9 1.3 -0.8 0.170
H -0.596385 1.189303 0.774857 9.8 3.8 0.2 -0.066
H -2.208848 1.555464 0.949935 0.7 0.0 -0.1 0.112
N 0.465704 -0.846833 0.132702 2.3 -1.2 -0.1 0.021
O 3.139806 -1.404489 0.335084 0.6 -0.8 0.0 0.145
N -3.015707 -0.341503 -0.487397 1.4 0.0 -0.6 0.117
H -3.783074 -0.248584 0.151969 0.3 0.4 0.5 0.092
C 1.315095 0.164811 -0.207283 1.1 -6.9 2.3 -0.451
C -1.688369 -0.164911 -0.098556 0.9 1.5 2.3 -0.421
```
Forces are in eV/Å.

The lowest energy relative to the best compared isomer or geometry (same formula, charge and spin) belongs to which entry? number 2

Number 1 is which compound? C3H6N4O